No. 1
{
  "formula": "C6H10ClN4O",
  "method": "ωB97M-V/def2-TZVPD",
  "total_charge": 1,
  "max_force_ha_per_bohr": 0.118,
  "relative_energy_kcal_mol": 10.9,
  "smiles": "CN1CNC(=[NH2+])C(C(N)=O)=C1Cl",
  "species": ["C", "N", "C", "N", "C", "N", "C", "C", "N", "O", "C", "Cl", "H", "H", "H", "H", "H", "H", "H", "H", "H", "H"],
  "positions_angstrom": [[-2.784, -1.006, 0.203], [-1.540, -0.360, -0.072], [-1.373, 1.037, -0.547], [-0.522, 1.811, 0.213], [0.724, 1.265, 0.324], [1.716, 2.066, 0.769], [1.051, -0.047, -0.091], [2.386, -0.573, -0.231], [2.477, -1.862, -0.618], [3.349, 0.125, 0.059], [-0.414, -1.072, -0.020], [-0.463, -2.694, 0.387], [-3.020, -2.021, -0.267], [-2.728, -1.452, 1.240], [-3.651, -0.270, -0.026], [-1.233, 1.127, -1.766], [-2.323, 1.588, -0.401], [-0.887, 2.700, 0.439], [2.673, 1.523, 0.796], [1.513, 2.794, 1.381], [1.663, -2.487, -1.017], [3.387, -2.189, -0.754]],
  "forces_ev_per_a": [[-3.0, -1.0, 0.9], [2.7, -1.3, -1.1], [-3.6, 0.8, -3.3], [1.6, -2.7, 0.1], [1.8, 1.7, 0.5], [1.8, -3.2, -1.1], [-5.7, -2.1, 0.1], [-0.9, -0.5, 0.4], [-2.9, -1.5, -1.1], [0.5, 0.0, -0.1], [3.0, 4.7, -0.1], [0.2, 0.1, -0.1], [0.8, 1.7, -0.7], [-0.5, 1.4, -0.5], [1.5, -1.5, 0.8], [0.3, -0.9, 3.0], [-0.1, -1.1, -0.3], [0.7, 1.0, 0.7], [-1.8, 1.3, 0.0], [-0.3, 1.5, 0.9], [2.5, 2.2, 1.2], [1.5, -0.7, -0.2]]
}

---

No. 2
{
  "formula": "C11H12S",
  "method": "ωB97M-V/def2-TZVPD",
  "total_charge": 0,
  "max_force_ha_per_bohr": 0.059,
  "relative_energy_kcal_mol": 52.6,
  "smiles": "C/C=c1/cccc/c1=C/C=C\\S",
  "species": ["C", "C", "C", "C", "C", "C", "C", "C", "C", "C", "C", "S", "H", "H", "H", "H", "H", "H", "H", "H", "H", "H", "H", "H"],
  "positions_angstrom": [[-1.342, -1.770, 0.144], [-0.615, -0.758, 0.924], [0.668, -0.196, 0.379], [1.810, -0.385, 1.125], [3.066, -0.029, 0.603], [3.202, 0.409, -0.732], [2.006, 0.622, -1.443], [0.763, 0.354, -0.893], [-0.459, 0.494, -1.680], [-1.581, 0.982, -1.106], [-1.744, 1.562, 0.172], [-0.402, 2.463, 0.845], [-1.200, -1.594, -0.885], [-2.373, -1.926, 0.272], [-0.792, -2.649, 0.373], [-0.933, -0.642, 2.027], [1.684, -1.000, 2.042], [3.866, -0.235, 1.262], [4.248, 0.725, -1.037], [1.978, 1.097, -2.428], [-0.635, 0.160, -2.724], [-2.535, 0.784, -1.709], [-2.640, 1.830, 0.749], [-1.217, 3.388, 1.410]],
  "forces_ev_per_a": [[1.2, 0.3, 0.1], [-0.6, 1.5, 1.6], [-1.3, -1.3, 1.4], [0.6, -0.5, 0.0], [-1.3, -0.5, -0.6], [0.5, 0.8, 1.3], [0.9, 0.6, -0.3], [0.1, -0.5, -1.2], [-0.7, 0.6, -0.6], [-2.9, -0.4, -0.9], [0.7, 0.4, 0.5], [-0.1, 0.8, 0.5], [0.3, 0.1, -1.4], [-1.3, 0.0, 0.8], [0.2, -1.6, 0.0], [1.0, 0.0, -1.8], [0.5, 0.9, -0.4], [1.2, 0.1, 0.2], [-1.7, -0.5, -0.1], [0.4, -0.3, 0.2], [0.9, 0.1, 0.8], [1.2, 0.5, 1.0], [0.0, -0.7, -1.1], [0.4, -0.2, 0.0]]
}

---

No. 3
{
  "formula": "C47H52AsCuN3P2",
  "method": "ωB97M-V/def2-TZVPD",
  "energy_ha": -6544.9797,
  "total_charge": 2,
  "spin_multiplicity": 2,
  "max_force_ha_per_bohr": 0.012,
  "s2": 0.756,
  "species": ["Cu", "N", "C", "C", "C", "C", "C", "C", "C", "C", "N", "C", "H", "H", "H", "H", "H", "H", "H", "H", "C", "N", "C", "P", "C", "C", "C", "C", "C", "C", "C", "C", "C", "C", "C", "C", "C", "C", "C", "C", "C", "C", "P", "C", "C", "C", "C", "C", "C", "C", "C", "C", "C", "C", "C", "H", "H", "H", "H", "H", "H", "H", "H", "H", "H", "H", "H", "H", "H", "H", "H", "H", "H", "H", "H", "H", "H", "H", "H", "H", "H", "H", "H", "H", "C", "C", "As", "C", "C", "C", "C", "H", "H", "H", "H", "H", "H", "H", "H", "H", "H", "H", "H", "H", "H", "H"],
  "positions_angstrom": [[-0.019, 0.037, 0.437], [-1.051, -1.073, -1.130], [-1.708, -2.227, -0.547], [-2.513, -3.044, -1.288], [-3.131, -4.173, -0.707], [-2.928, -4.465, 0.610], [-2.116, -3.625, 1.410], [-1.904, -3.856, 2.789], [-1.148, -2.978, 3.510], [-0.597, -1.866, 2.853], [-0.750, -1.630, 1.574], [-1.504, -2.493, 0.835], [-1.684, -0.570, -1.749], [-0.283, -1.393, -1.722], [-2.675, -2.831, -2.337], [-3.762, -4.802, -1.317], [-3.393, -5.329, 1.062], [-2.353, -4.720, 3.257], [-0.977, -3.114, 4.567], [-0.015, -1.140, 3.410], [3.610, -1.023, 0.592], [3.934, 0.338, 0.892], [3.278, 0.839, 2.063], [1.541, 1.433, 1.742], [1.822, 2.931, 0.768], [2.452, 4.040, 1.333], [2.709, 5.163, 0.568], [2.352, 5.185, -0.775], [1.729, 4.085, -1.346], [1.458, 2.968, -0.572], [1.010, 1.972, 3.392], [0.376, 3.195, 3.610], [-0.096, 3.527, 4.870], [0.055, 2.643, 5.928], [0.692, 1.427, 5.725], [1.164, 1.093, 4.466], [5.030, 1.003, 0.290], [5.307, 2.337, 0.595], [6.369, 2.995, -0.004], [7.175, 2.350, -0.928], [6.900, 1.028, -1.238], [5.845, 0.358, -0.643], [2.004, -1.198, -0.327], [2.550, -0.888, -2.031], [2.682, -1.830, -3.049], [3.176, -1.449, -4.288], [3.559, -0.137, -4.521], [3.462, 0.799, -3.503], [2.954, 0.429, -2.271], [1.553, -2.951, -0.117], [0.925, -3.704, -1.108], [0.488, -4.996, -0.857], [0.659, -5.558, 0.397], [1.253, -4.812, 1.405], [1.687, -3.523, 1.153], [3.576, -1.629, 1.503], [4.347, -1.485, -0.064], [3.795, 1.705, 2.481], [3.258, 0.076, 2.847], [2.740, 4.034, 2.379], [3.192, 6.020, 1.015], [2.559, 6.059, -1.373], [1.447, 4.100, -2.389], [0.951, 2.117, -1.024], [0.265, 3.906, 2.805], [-0.575, 4.483, 5.028], [-0.309, 2.906, 6.910], [0.830, 0.744, 6.549], [1.662, 0.142, 4.335], [4.701, 2.892, 1.292], [6.559, 4.025, 0.260], [8.001, 2.865, -1.392], [7.515, 0.499, -1.952], [5.683, -0.667, -0.932], [2.461, -2.875, -2.885], [3.278, -2.190, -5.067], [3.951, 0.149, -5.487], [3.792, 1.816, -3.660], [2.909, 1.166, -1.481], [0.747, -3.294, -2.095], [0.016, -5.560, -1.647], [0.332, -6.569, 0.589], [1.382, -5.236, 2.391], [2.113, -2.964, 1.973], [-4.275, -0.034, 0.125], [-3.616, 1.325, -0.049], [-1.914, 1.549, 0.887], [-1.625, 3.459, 0.580], [-2.687, 4.428, 1.079], [-2.440, 1.201, 2.742], [-3.719, 1.846, 3.262], [-5.275, -0.027, -0.311], [-4.383, -0.299, 1.178], [-3.716, -0.828, -0.356], [-4.263, 2.109, 0.349], [-3.440, 1.567, -1.101], [-1.527, 3.526, -0.509], [-0.647, 3.713, 0.977], [-3.655, 4.261, 0.612], [-2.385, 5.447, 0.839], [-2.815, 4.373, 2.158], [-1.582, 1.453, 3.367], [-2.536, 0.112, 2.773], [-3.608, 2.913, 3.428], [-3.988, 1.395, 4.217], [-4.562, 1.697, 2.589]],
  "forces_ev_per_a": [[0.6, 0.0, 0.1], [0.3, 0.0, -0.1], [-0.1, -0.1, 0.1], [0.1, 0.0, 0.1], [0.0, 0.0, 0.0], [0.0, 0.1, 0.0], [0.0, 0.0, 0.0], [0.0, 0.1, 0.0], [0.0, 0.0, 0.0], [0.0, 0.0, 0.2], [-0.2, 0.0, -0.2], [-0.1, 0.1, -0.2], [0.0, 0.0, 0.2], [-0.2, 0.0, -0.1], [0.0, 0.0, 0.0], [0.0, 0.0, 0.0], [0.0, -0.1, 0.0], [0.0, -0.1, 0.0], [0.0, 0.0, 0.1], [0.0, 0.0, 0.0], [0.0, -0.3, 0.0], [-0.1, 0.1, -0.1], [0.0, 0.1, 0.1], [-0.3, 0.0, -0.3], [0.1, 0.0, 0.1], [0.0, 0.0, 0.1], [0.0, 0.0, -0.1], [0.0, -0.1, 0.0], [0.0, 0.1, 0.0], [-0.1, -0.1, -0.1], [-0.1, 0.0, 0.0], [0.1, 0.0, 0.0], [0.0, 0.0, 0.0], [0.0, 0.0, 0.0], [0.0, 0.0, 0.0], [0.0, 0.0, 0.0], [0.1, 0.0, 0.0], [0.0, -0.1, 0.0], [0.1, 0.0, -0.1], [-0.1, 0.0, 0.0], [0.0, 0.1, 0.0], [0.0, 0.1, 0.1], [-0.2, -0.2, 0.1], [-0.1, 0.2, 0.0], [0.1, -0.2, 0.0], [0.0, 0.0, 0.0], [0.0, 0.0, 0.0], [0.0, 0.0, 0.0], [-0.1, 0.0, -0.1], [0.1, 0.0, 0.0], [-0.1, 0.0, -0.1], [0.0, 0.0, 0.1], [0.0, 0.0, 0.0], [0.0, 0.0, 0.0], [0.0, 0.0, -0.1], [0.0, 0.0, 0.0], [-0.1, 0.0, 0.2], [0.0, -0.1, 0.0], [0.0, 0.0, 0.0], [0.0, 0.0, 0.0], [0.0, 0.1, 0.0], [0.0, 0.1, 0.0], [0.0, 0.0, -0.1], [0.0, 0.1, 0.1], [0.0, 0.0, 0.0], [0.0, 0.0, 0.0], [0.0, 0.0, 0.0], [0.0, -0.1, 0.1], [0.0, -0.1, 0.0], [0.0, 0.0, 0.0], [0.0, 0.1, 0.0], [0.1, 0.0, 0.0], [0.0, 0.0, 0.0], [0.0, 0.0, 0.0], [0.0, 0.1, 0.0], [0.0, 0.0, -0.1], [0.0, 0.0, -0.1], [0.0, 0.1, 0.0], [0.0, 0.0, 0.0], [0.0, 0.0, 0.1], [0.0, 0.0, 0.0], [0.0, -0.1, 0.0], [0.0, 0.0, 0.0], [0.1, 0.1, 0.0], [-0.1, 0.0, 0.0], [0.0, 0.1, -0.1], [-0.1, 0.1, 0.1], [0.0, 0.0, -0.1], [0.0, 0.0, 0.0], [0.0, -0.1, 0.0], [0.0, 0.0, 0.0], [0.0, 0.0, 0.0], [0.0, 0.0, 0.0], [0.0, -0.1, 0.0], [0.0, 0.0, 0.0], [0.0, 0.0, 0.1], [0.0, 0.0, 0.0], [0.0, 0.0, 0.0], [0.0, 0.0, 0.0], [0.0, 0.0, 0.0], [0.0, 0.0, 0.0], [0.0, 0.0, 0.0], [0.0, 0.0, 0.0], [0.0, 0.0, 0.0], [0.0, 0.0, 0.0], [0.0, 0.0, 0.0]]
}

---

No. 4
{
  "formula": "C14H32O14V2",
  "method": "ωB97M-V/def2-TZVPD",
  "total_charge": -2,
  "max_force_ha_per_bohr": 0.063,
  "relative_energy_kcal_mol": 64.7,
  "species": ["O", "V", "O", "O", "V", "O", "C", "O", "O", "O", "C", "O", "O", "O", "C", "C", "C", "O", "H", "H", "H", "H", "H", "H", "H", "H", "C", "C", "C", "O", "H", "H", "H", "H", "H", "H", "H", "H", "C", "C", "C", "O", "H", "H", "H", "H", "H", "H", "H", "H", "C", "C", "C", "O", "H", "H", "H", "H", "H", "H", "H", "H"],
  "positions_angstrom": [[-0.431, 2.643, -1.722], [0.103, 3.815, -2.622], [-0.578, 5.239, -2.303], [-0.611, 0.909, 0.401], [-0.095, 0.011, -0.840], [0.206, -1.448, -0.349], [-1.934, 0.457, -3.204], [-2.930, 1.241, -3.388], [-1.803, -0.110, -2.041], [-1.143, 0.318, -4.171], [2.118, 0.895, -2.048], [2.956, 1.649, -2.657], [1.925, 1.060, -0.763], [1.223, 0.157, -2.614], [-1.589, 2.238, 4.999], [-0.196, 1.677, 4.808], [0.385, 1.910, 3.422], [0.657, 2.322, 5.811], [-1.812, 3.228, 4.600], [-1.835, 2.241, 6.066], [-2.355, 1.592, 4.551], [-0.114, 0.632, 5.096], [0.841, 2.902, 3.345], [-0.378, 1.868, 2.647], [1.166, 1.180, 3.226], [0.584, 3.271, 5.674], [2.164, -4.451, 0.246], [2.765, -3.429, 1.207], [3.750, -2.474, 0.545], [1.698, -2.668, 1.803], [2.943, -4.882, -0.391], [1.423, -4.006, -0.422], [1.660, -5.230, 0.820], [3.202, -3.941, 2.071], [4.372, -3.016, -0.183], [4.399, -1.979, 1.260], [3.207, -1.775, -0.099], [1.250, -2.250, 1.045], [-0.045, -3.089, -3.300], [1.453, -2.959, -3.442], [2.149, -4.313, -3.551], [1.762, -2.152, -4.582], [-0.386, -3.676, -4.161], [-0.575, -2.143, -3.192], [-0.361, -3.632, -2.400], [1.890, -2.466, -2.566], [1.837, -4.854, -4.453], [1.919, -4.920, -2.673], [3.234, -4.177, -3.592], [2.347, -2.654, -5.155], [-3.838, 4.281, -0.062], [-3.203, 2.969, 0.384], [-3.060, 2.890, 1.898], [-4.178, 1.948, 0.045], [-4.369, 4.144, -1.001], [-3.096, 5.084, -0.122], [-4.593, 4.611, 0.665], [-2.253, 2.732, -0.084], [-2.310, 3.625, 2.219], [-2.630, 1.937, 2.203], [-4.028, 3.067, 2.373], [-4.857, 1.951, 0.725]],
  "forces_ev_per_a": [[-0.2, 1.3, -0.4], [-0.1, -1.4, 0.4], [0.4, -0.9, -0.1], [0.1, -0.7, -0.5], [1.1, 2.6, -1.6], [0.2, -1.4, 0.7], [-0.3, 1.1, -0.6], [0.2, -0.1, 0.3], [1.5, -0.2, 0.7], [0.0, -0.2, 0.4], [-0.6, 2.4, 0.1], [-0.7, -0.8, 0.0], [-1.0, -1.2, 0.4], [-0.4, -0.4, 0.4], [-1.2, -0.9, 0.4], [0.7, 1.4, 0.4], [-0.1, -0.1, 0.1], [0.0, -0.3, 0.0], [0.6, 0.1, -0.1], [0.1, 0.1, 0.0], [0.2, 0.0, -0.2], [-0.4, -0.1, -0.1], [-0.1, 0.0, 0.2], [0.1, -0.4, -0.2], [0.0, 0.0, -0.3], [0.0, 0.0, -0.1], [0.3, -0.1, -0.1], [-0.9, 0.7, 0.4], [0.1, -0.7, -0.9], [0.4, -0.4, -0.2], [-0.1, -0.2, 0.1], [0.1, 0.3, 0.1], [0.0, -0.1, -0.1], [0.3, -0.1, -0.2], [0.2, -0.1, 0.3], [-0.1, 0.3, 0.0], [-0.1, 0.3, 0.4], [-0.4, 0.3, 0.2], [-0.4, -0.4, 0.2], [0.5, 0.1, 0.4], [-0.1, 0.0, 0.0], [-0.1, -0.2, -0.2], [-0.3, 0.3, 0.0], [0.3, 0.2, -0.5], [0.5, -0.2, 0.0], [-0.3, 0.2, 0.0], [-0.1, 0.0, 0.1], [0.0, -0.1, -0.1], [0.0, 0.0, 0.0], [0.0, 0.0, 0.0], [0.4, 0.5, 0.3], [-1.9, -0.6, 0.8], [1.2, 0.5, -0.3], [0.5, -0.3, -0.5], [0.4, 0.0, -0.2], [-0.1, 0.0, -0.2], [0.0, -0.2, 0.1], [-0.1, -0.2, -0.3], [-0.3, 0.2, 0.2], [-0.3, -0.2, -0.2], [0.1, 0.1, 0.2], [0.1, 0.1, 0.1]]
}

---

No. 5
{
  "formula": "C6H16Cl2Si2",
  "method": "ωB97M-V/def2-TZVPD",
  "total_charge": 0,
  "max_force_ha_per_bohr": 0.027,
  "relative_energy_kcal_mol": 0.0,
  "smiles": "C[Si](C)(Cl)CC[Si](C)(C)Cl",
  "species": ["C", "Si", "C", "Cl", "C", "C", "Si", "C", "C", "Cl", "H", "H", "H", "H", "H", "H", "H", "H", "H", "H", "H", "H", "H", "H", "H", "H"],
  "positions_angstrom": [[0.243, 0.111, -3.205], [1.357, 0.248, -1.700], [2.823, 1.377, -1.744], [1.977, -1.759, -1.483], [0.270, 0.674, -0.238], [-0.719, -0.483, 0.007], [-1.443, -0.130, 1.719], [-0.026, -0.215, 2.975], [-2.669, -1.451, 2.129], [-2.329, 1.815, 1.759], [-0.710, 0.534, -2.927], [0.135, -0.930, -3.485], [0.681, 0.662, -4.045], [3.730, 0.817, -1.979], [2.568, 2.001, -2.600], [3.020, 2.047, -0.898], [-0.248, 1.628, -0.420], [0.976, 0.822, 0.560], [-1.474, -0.520, -0.772], [-0.167, -1.443, 0.013], [-0.353, 0.041, 3.984], [0.383, -1.243, 2.969], [0.745, 0.484, 2.680], [-3.255, -1.118, 2.980], [-2.190, -2.359, 2.473], [-3.322, -1.608, 1.247]],
  "forces_ev_per_a": [[1.0, 0.5, -0.1], [-0.6, -0.5, 0.5], [0.1, 0.0, -0.5], [0.3, 0.3, 0.2], [0.2, -0.3, -1.3], [0.2, 0.7, 1.1], [0.6, -0.5, 0.0], [-0.5, -0.1, -0.4], [-0.8, 0.6, -0.2], [0.4, -0.9, -0.1], [-0.4, 0.2, -0.2], [-0.1, -0.1, -0.1], [-0.3, -0.1, 0.0], [0.0, 0.2, -0.1], [0.4, 0.3, -0.2], [-0.3, -0.4, 0.0], [0.2, -0.2, 0.1], [0.1, 0.1, 0.7], [-0.1, -0.1, -0.1], [-0.5, 0.3, 0.2], [0.0, -0.1, 0.0], [-0.2, 0.5, 0.0], [0.3, 0.1, 0.1], [-0.4, 0.1, 0.0], [0.2, -0.3, -0.3], [0.2, -0.2, 0.7]]
}

---

No. 6
{
  "formula": "C5H6N2O",
  "method": "ωB97M-V/def2-TZVPD",
  "total_charge": 0,
  "max_force_ha_per_bohr": 0.108,
  "relative_energy_kcal_mol": 111.5,
  "smiles": "Oc1[nH]cc2c1NC2",
  "species": ["O", "C", "N", "C", "C", "C", "N", "C", "H", "H", "H", "H", "H", "H"],
  "positions_angstrom": [[-0.341, 2.388, -1.283], [0.095, 1.149, -0.857], [0.935, 0.179, -1.521], [0.975, -1.044, -0.873], [0.230, -0.840, 0.240], [-0.472, 0.450, 0.240], [-1.103, 0.277, 1.553], [-0.348, -1.033, 1.662], [-1.306, 2.189, -1.516], [0.991, 0.018, -2.754], [1.564, -1.776, -1.542], [-0.803, 0.830, 2.303], [-1.082, -1.874, 1.908], [0.666, -0.912, 2.440]],
  "forces_ev_per_a": [[-1.2, -1.1, -1.3], [-1.8, -2.0, 1.8], [-0.7, 1.5, -5.3], [0.8, -0.1, -1.3], [-2.4, 0.1, 1.3], [3.7, -0.9, -1.5], [0.4, -1.6, -1.9], [2.1, -0.6, 1.6], [2.0, 0.9, 0.3], [-0.4, 1.4, 5.1], [-1.1, 0.6, 2.2], [0.4, 1.6, 0.8], [1.5, 0.9, -0.2], [-3.2, -0.6, -1.8]]
}